1.
{
  "formula": "C26H70O15",
  "method": "the ωB97M-V functional and the def2-TZVPD basis",
  "elements": ["C", "O", "C", "C", "O", "C", "H", "H", "H", "H", "H", "H", "H", "H", "H", "H", "C", "O", "C", "C", "O", "C", "H", "H", "H", "H", "H", "H", "H", "H", "H", "H", "C", "O", "C", "C", "O", "C", "H", "H", "H", "H", "H", "H", "H", "H", "H", "H", "C", "O", "C", "C", "O", "C", "H", "H", "H", "H", "H", "H", "H", "H", "H", "H", "C", "O", "C", "C", "O", "C", "H", "H", "H", "H", "H", "H", "H", "H", "H", "H", "C", "O", "C", "C", "O", "C", "H", "H", "H", "H", "H", "H", "H", "H", "H", "H", "O", "H", "H", "C", "O", "H", "H", "H", "H", "C", "O", "H", "H", "H", "H"],
  "positions_angstrom": [[-3.382, 3.403, 1.591], [-2.543, 3.837, 2.647], [-2.280, 5.252, 2.526], [-1.638, 5.718, 3.834], [-0.577, 4.947, 4.375], [0.629, 5.176, 3.693], [-2.909, 3.176, 0.635], [-4.171, 4.119, 1.357], [-3.867, 2.454, 1.819], [-3.160, 5.885, 2.421], [-1.656, 5.383, 1.642], [-2.422, 5.763, 4.590], [-1.298, 6.748, 3.725], [1.299, 4.715, 4.419], [0.768, 6.253, 3.599], [0.685, 4.699, 2.714], [-5.907, -2.730, -3.183], [-5.247, -2.539, -1.945], [-5.505, -1.311, -1.318], [-5.035, -0.093, -2.081], [-3.645, -0.172, -2.421], [-3.099, 1.119, -2.932], [-6.810, -2.126, -3.264], [-6.268, -3.751, -3.305], [-5.223, -2.501, -4.001], [-4.826, -1.314, -0.465], [-6.566, -1.331, -1.069], [-5.191, 0.764, -1.426], [-5.630, 0.095, -2.976], [-3.679, 1.471, -3.785], [-2.034, 1.226, -3.135], [-3.228, 1.890, -2.173], [5.476, -2.351, -1.152], [5.099, -3.575, -0.526], [3.832, -3.538, 0.156], [2.605, -3.376, -0.808], [2.453, -1.958, -1.165], [1.248, -1.719, -1.870], [6.557, -2.421, -1.269], [5.245, -1.466, -0.559], [4.891, -2.339, -2.072], [3.968, -2.690, 0.828], [3.626, -4.431, 0.747], [1.698, -3.637, -0.263], [2.927, -3.863, -1.728], [1.210, -2.310, -2.786], [1.384, -0.692, -2.211], [0.402, -1.871, -1.201], [3.850, 0.924, 4.933], [2.635, 0.140, 4.970], [3.043, -1.276, 5.106], [1.852, -2.334, 4.953], [1.443, -2.508, 3.576], [0.840, -1.418, 2.871], [3.596, 1.856, 5.437], [4.234, 1.118, 3.931], [4.617, 0.547, 5.610], [3.654, -1.288, 6.008], [3.660, -1.471, 4.229], [1.038, -1.969, 5.579], [2.067, -3.357, 5.259], [0.847, -1.768, 1.839], [1.385, -0.486, 3.020], [-0.198, -1.311, 3.185], [-2.080, -2.006, -4.123], [-1.382, -2.744, -5.196], [-0.277, -2.028, -5.631], [0.558, -2.765, -6.684], [1.600, -3.599, -6.148], [2.098, -4.631, -6.961], [-1.493, -1.773, -3.234], [-2.966, -2.497, -3.722], [-2.511, -1.077, -4.496], [0.430, -1.696, -4.871], [-0.468, -1.029, -6.023], [1.157, -2.077, -7.281], [-0.135, -3.308, -7.326], [1.298, -5.198, -7.437], [2.481, -5.420, -6.313], [2.909, -4.492, -7.676], [1.444, 3.485, -1.978], [2.346, 2.709, -1.186], [1.623, 1.874, -0.236], [2.600, 1.056, 0.611], [3.487, 1.839, 1.403], [2.980, 2.912, 2.120], [2.077, 3.747, -2.826], [1.166, 4.370, -1.406], [0.574, 2.918, -2.309], [1.037, 1.156, -0.811], [0.917, 2.407, 0.400], [3.282, 0.417, 0.050], [2.013, 0.317, 1.156], [2.465, 2.497, 2.987], [2.310, 3.578, 1.577], [3.858, 3.479, 2.427], [-2.571, -3.648, 1.296], [-2.267, -2.873, 0.823], [-2.885, -3.309, 2.134], [-1.900, -0.229, 0.524], [-2.158, -1.435, -0.147], [-1.194, -0.384, 1.340], [-1.445, 0.539, -0.101], [-2.844, 0.117, 0.947], [-2.470, -1.250, -1.036], [-0.140, 1.611, 4.279], [-0.861, 1.849, 3.105], [0.457, 0.701, 4.334], [0.340, 2.542, 4.579], [-0.830, 1.333, 5.077], [-1.400, 2.630, 3.251]],
  "smiles": "COCCOC.COCCOC.COCCOC.COCCOC.COCCOC.COCCOC.CO.CO.O",
  "relative_energy_kcal_mol": 0.0,
  "e_homo_ev": -9.203,
  "e_tot_ha": -2160.81378,
  "lumo_ev": 0.187,
  "charge": 0
}



2.
{
  "formula": "C26H72CaF6N12O10P4S2",
  "method": "the ωB97M-V functional and the def2-TZVPD basis",
  "elements": ["Ca", "C", "F", "F", "F", "S", "O", "O", "O", "C", "F", "F", "F", "S", "O", "O", "O", "O", "P", "N", "C", "C", "N", "C", "C", "N", "C", "C", "H", "H", "H", "H", "H", "H", "H", "H", "H", "H", "H", "H", "H", "H", "H", "H", "H", "H", "O", "P", "N", "C", "C", "N", "C", "C", "N", "C", "C", "H", "H", "H", "H", "H", "H", "H", "H", "H", "H", "H", "H", "H", "H", "H", "H", "H", "H", "O", "P", "N", "C", "C", "N", "C", "C", "N", "C", "C", "H", "H", "H", "H", "H", "H", "H", "H", "H", "H", "H", "H", "H", "H", "H", "H", "H", "H", "O", "P", "N", "C", "C", "N", "C", "C", "N", "C", "C", "H", "H", "H", "H", "H", "H", "H", "H", "H", "H", "H", "H", "H", "H", "H", "H", "H", "H"],
  "positions_angstrom": [[-0.022, -0.042, 0.195], [3.759, -2.918, -0.438], [3.358, -2.802, -1.737], [3.241, -4.093, 0.048], [5.115, -2.867, -0.386], [3.014, -1.402, 0.523], [1.610, -1.468, 0.104], [3.243, -1.636, 1.929], [3.572, -0.194, -0.010], [-3.866, 2.320, -1.405], [-4.369, 1.076, -1.591], [-3.191, 2.591, -2.525], [-4.852, 3.157, -1.428], [-2.715, 2.482, 0.163], [-1.581, 1.564, -0.077], [-2.269, 3.894, 0.228], [-3.508, 2.058, 1.334], [1.102, 1.475, -1.074], [1.664, 2.293, -2.233], [2.850, 3.471, -1.788], [3.680, 3.118, -0.648], [3.168, 4.752, -2.409], [0.476, 3.291, -3.076], [-0.225, 4.416, -2.436], [-0.386, 2.518, -4.009], [2.599, 1.432, -3.372], [3.129, 2.059, -4.589], [3.567, 0.482, -2.881], [3.666, 3.940, 0.068], [4.739, 3.016, -0.888], [3.477, 2.151, -0.188], [4.248, 4.893, -2.437], [2.727, 5.566, -1.834], [2.787, 4.712, -3.430], [-0.444, 5.205, -3.156], [-1.170, 4.184, -1.945], [0.427, 4.921, -1.724], [-1.328, 3.050, -4.145], [0.082, 2.440, -4.991], [-0.592, 1.485, -3.729], [3.492, 1.317, -5.300], [2.402, 2.685, -5.107], [3.895, 2.738, -4.216], [3.942, -0.195, -3.650], [3.056, -0.257, -2.264], [4.403, 0.944, -2.356], [-0.273, -0.885, -1.970], [-0.851, -1.767, -3.001], [-0.786, -3.459, -2.692], [0.517, -3.948, -2.344], [-1.656, -4.408, -3.275], [-0.164, -1.621, -4.567], [1.182, -1.208, -4.727], [-0.676, -2.427, -5.705], [-2.503, -1.458, -3.259], [-2.900, -0.314, -4.056], [-3.440, -1.602, -2.056], [0.526, -4.862, -1.750], [1.063, -3.202, -1.767], [1.189, -4.141, -3.180], [-2.623, -3.922, -3.408], [-1.812, -5.322, -2.702], [-1.271, -4.829, -4.204], [1.755, -1.440, -3.829], [1.704, -1.670, -5.564], [1.051, -0.126, -4.706], [-1.572, -2.965, -5.396], [-1.070, -1.758, -6.470], [0.022, -3.177, -6.075], [-2.452, -0.424, -5.043], [-3.981, -0.280, -4.189], [-2.534, 0.594, -3.576], [-4.479, -1.418, -2.331], [-3.128, -0.941, -1.249], [-3.486, -2.635, -1.711], [-1.162, -1.674, 1.196], [-1.700, -2.667, 2.178], [-0.442, -3.468, 3.075], [-0.024, -2.998, 4.391], [0.541, -4.276, 2.366], [-2.549, -3.959, 1.420], [-3.290, -5.019, 2.081], [-2.053, -4.310, 0.140], [-2.854, -2.047, 3.305], [-3.298, -2.826, 4.477], [-3.709, -0.963, 2.867], [-0.722, -2.312, 4.871], [0.994, -2.643, 4.226], [0.136, -3.875, 5.020], [1.050, -3.644, 1.638], [0.033, -5.012, 1.742], [1.197, -4.648, 3.154], [-3.743, -5.761, 1.424], [-2.585, -5.602, 2.674], [-4.139, -4.637, 2.648], [-2.878, -4.528, -0.537], [-1.359, -3.587, -0.288], [-1.553, -5.271, 0.261], [-3.152, -2.254, 5.394], [-4.375, -2.957, 4.368], [-2.857, -3.819, 4.570], [-3.882, -0.141, 3.562], [-4.652, -1.331, 2.462], [-3.149, -0.494, 2.058], [0.452, 1.128, 2.146], [0.749, 2.103, 3.209], [-0.550, 2.530, 4.285], [-0.690, 3.761, 5.046], [-1.587, 1.542, 4.680], [1.267, 3.633, 2.509], [0.635, 4.229, 1.321], [1.932, 4.635, 3.345], [2.114, 1.673, 4.278], [3.502, 1.542, 3.828], [1.931, 1.010, 5.577], [0.221, 4.043, 5.574], [-1.533, 3.762, 5.736], [-0.877, 4.536, 4.302], [-2.473, 1.675, 4.059], [-1.755, 1.521, 5.756], [-1.262, 0.531, 4.436], [0.435, 3.382, 0.664], [-0.294, 4.710, 1.626], [1.302, 5.006, 0.946], [1.201, 5.238, 3.883], [2.449, 4.096, 4.139], [2.606, 5.230, 2.728], [3.618, 0.488, 3.574], [3.678, 2.150, 2.940], [4.149, 1.919, 4.620], [2.802, 1.121, 6.222], [1.779, -0.056, 5.407], [1.050, 1.379, 6.104]],
  "relative_energy_kcal_mol": 102.7,
  "e_homo_ev": -7.986,
  "e_tot_ha": -5882.28717,
  "lumo_ev": 0.565,
  "charge": 0
}